Entry 1:
C54H57N6O6RbSi as an isolated structure, computed with ωB97M-V/def2-TZVPD.

```
125
Properties=species:S:1:pos:R:3
Rb -22.27 3.96 -4.24
N -26.50 5.57 -4.51
C -25.61 4.72 -3.95
N -24.73 5.04 -2.99
C -24.76 6.31 -2.53
N -23.87 6.89 -1.75
N -22.73 6.03 -1.61
C -21.76 6.59 -1.02
C -20.54 5.80 -0.80
C -19.88 5.84 0.42
C -18.77 4.99 0.58
C -18.39 4.15 -0.45
C -19.17 4.11 -1.62
N -20.18 4.95 -1.79
C -25.89 7.21 -2.91
C -26.03 8.38 -2.19
C -27.10 9.19 -2.38
C -27.95 8.85 -3.49
C -27.87 7.65 -4.13
C -26.79 6.78 -3.85
H -27.17 5.22 -5.16
H -25.49 3.63 -4.31
H -21.81 7.53 -0.44
H -20.27 6.47 1.10
H -18.17 5.09 1.51
H -17.46 3.63 -0.48
H -18.97 3.43 -2.37
H -25.30 8.59 -1.43
H -27.38 10.09 -1.84
H -28.68 9.59 -3.80
H -28.72 7.40 -4.82
C -22.14 3.74 -10.80
C -20.77 3.83 -10.05
C -19.61 3.70 -11.08
O -20.61 2.80 -9.11
C -20.79 3.33 -7.73
C -21.17 4.82 -8.04
O -20.72 5.06 -9.37
C -20.85 6.08 -7.12
O -21.55 5.90 -5.95
C -21.33 7.32 -7.94
C -20.62 8.51 -7.69
C -20.98 9.68 -8.33
C -22.02 9.73 -9.29
C -22.74 8.55 -9.46
C -22.39 7.35 -8.80
C -19.34 6.20 -6.97
C -18.77 6.13 -5.68
C -17.42 6.38 -5.49
C -16.58 6.71 -6.53
C -17.12 6.79 -7.84
C -18.45 6.54 -8.05
C -19.69 2.73 -6.84
O -19.98 2.99 -5.54
C -19.93 1.25 -7.14
C -19.28 0.44 -8.09
C -19.63 -0.89 -8.27
C -20.60 -1.48 -7.44
C -21.24 -0.68 -6.52
C -20.95 0.62 -6.41
C -18.21 3.03 -7.10
C -17.22 2.46 -6.28
C -15.87 2.57 -6.63
C -15.47 3.20 -7.86
C -16.47 3.67 -8.70
C -17.81 3.57 -8.29
H -22.20 2.78 -11.27
H -22.20 4.56 -11.56
H -23.00 3.82 -10.11
H -19.86 2.82 -11.68
H -18.60 3.53 -10.65
H -19.60 4.56 -11.72
H -21.68 2.93 -7.26
H -22.23 4.82 -8.17
H -19.78 8.55 -7.01
H -20.50 10.63 -8.15
H -22.21 10.69 -9.77
H -23.58 8.66 -10.15
H -23.04 6.49 -8.93
H -19.48 5.93 -4.91
H -17.03 6.29 -4.49
H -15.51 6.78 -6.45
H -16.35 6.88 -8.62
H -18.92 6.60 -9.06
H -18.49 0.91 -8.73
H -19.22 -1.42 -9.13
H -20.88 -2.52 -7.63
H -22.09 -1.11 -6.07
H -21.60 1.21 -5.86
H -17.50 1.99 -5.35
H -15.14 2.06 -5.97
H -14.39 3.30 -8.06
H -16.18 4.10 -9.62
H -18.59 3.95 -8.96
O -23.85 7.32 -5.52
H -23.52 8.26 -5.46
H -22.97 6.83 -5.61
O -20.02 1.56 -3.49
H -20.04 2.01 -4.36
H -20.38 0.73 -3.65
C -24.89 -1.00 -3.35
Si -25.22 0.88 -3.23
C -24.23 1.35 -1.69
C -27.09 1.00 -2.92
N -24.81 1.90 -4.49
C -25.20 1.97 -5.77
C -25.90 0.99 -6.46
C -26.24 1.06 -7.82
C -25.98 2.14 -8.56
C -25.21 3.10 -7.99
C -24.86 3.09 -6.64
H -25.17 -1.45 -2.37
H -23.87 -1.27 -3.58
H -25.48 -1.42 -4.15
H -24.76 1.13 -0.80
H -23.90 2.38 -1.70
H -23.27 0.84 -1.91
H -27.70 0.28 -2.43
H -27.51 1.03 -3.89
H -27.33 1.97 -2.47
H -26.16 0.09 -5.93
H -26.66 0.13 -8.25
H -26.14 2.12 -9.59
H -24.78 3.89 -8.61
H -24.30 3.94 -6.18
```

Output
spin multiplicity	1
energy relative to the best compared isomer or geometry (same formula, charge and spin)	0.0	kcal/mol
charge	-2
HOMO level	-2.335	eV

Atomic partial charges in e from the Löwdin method, atoms 1 to 99:
1. Rb 0.790
2. N 0.148
3. C -0.128
4. N 0.078
5. C -0.320
6. N 0.060
7. N 0.039
8. C -0.128
9. C -0.256
10. C -0.038
11. C -0.079
12. C -0.054
13. C -0.103
14. N 0.124
15. C -0.107
16. C -0.046
17. C -0.072
18. C -0.108
19. C -0.036
20. C -0.169
21. H 0.142
22. H 0.090
23. H 0.117
24. H 0.063
25. H 0.104
26. H 0.087
27. H 0.077
28. H 0.098
29. H 0.093
30. H 0.091
31. H 0.124
32. C 0.021
33. C -0.581
34. C 0.017
35. O -0.018
36. C -0.075
37. C -0.128
38. O -0.051
39. C -0.443
40. O -0.344
41. C -0.122
42. C -0.027
43. C -0.106
44. C -0.113
45. C -0.089
46. C -0.021
47. C -0.123
48. C -0.003
49. C -0.085
50. C -0.104
51. C -0.118
52. C -0.060
53. C -0.473
54. O -0.295
55. C -0.098
56. C -0.023
57. C -0.098
58. C -0.106
59. C -0.103
60. C -0.037
61. C -0.119
62. C -0.007
63. C -0.087
64. C -0.111
65. C -0.094
66. C -0.054
67. H 0.067
68. H 0.097
69. H 0.064
70. H 0.084
71. H 0.071
72. H 0.073
73. H 0.136
74. H 0.114
75. H 0.122
76. H 0.083
77. H 0.083
78. H 0.088
79. H 0.115
80. H 0.095
81. H 0.086
82. H 0.081
83. H 0.097
84. H 0.130
85. H 0.128
86. H 0.086
87. H 0.091
88. H 0.089
89. H 0.091
90. H 0.114
91. H 0.087
92. H 0.089
93. H 0.082
94. H 0.080
95. O -0.121
96. H 0.053
97. H -0.003
98. O -0.092
99. H -0.066

=====

Entry 2:
A 2-piece molecular cluster, C3H3FIO2 overall, computed with ωB97M-V/def2-TZVPD.

```
10
Properties=species:S:1:pos:R:3
C 0.94 0.02 -1.28
C -1.10 -0.68 0.87
C 0.25 0.77 -0.07
O 2.16 -0.11 -1.27
O 0.19 -0.38 -2.14
F -0.37 1.80 -0.61
I 1.52 1.22 1.55
H -1.43 -0.06 1.70
H -1.85 -1.22 0.09
H -0.31 -1.36 1.16
```

Output
spin multiplicity	1
energy relative to the best compared isomer or geometry (same formula, charge and spin)	53.4	kcal/mol
charge	-1
HOMO level	-4.319	eV

Need the natural (NBO) charges? In units of e they are:
1. C 0.656
2. C -0.641
3. C 0.200
4. O -0.750
5. O -0.732
6. F -0.357
7. I 0.030
8. H 0.187
9. H 0.217
10. H 0.190

=====

Entry 3:
A 2-piece molecular cluster, H3N3O overall, computed with ωB97M-V/def2-TZVPD.

```
7
Properties=species:S:1:pos:R:3
N -2.04 -1.61 -0.84
N -2.12 0.50 0.17
N -1.98 -0.56 -0.39
O 0.45 -0.23 -0.05
H 1.35 0.29 -0.18
H -1.42 0.81 0.85
H 0.52 -1.13 -0.40
```

Output
spin multiplicity	1
energy relative to the best compared isomer or geometry (same formula, charge and spin)	29.5	kcal/mol
charge	0
HOMO level	-9.711	eV

Need the natural (NBO) charges? In units of e they are:
1. N -0.135
2. N -0.534
3. N 0.264
4. O -0.980
5. H 0.493
6. H 0.401
7. H 0.490

=====

Taking the records one at a time from the top gives F_max values of 3.7, 4.2, 4.0 eV Å⁻¹.